Record 1
Formula: C6H14ClO7Os
Source: OMol25
Level of theory: the ωB97M-V functional and the def2-TZVPD basis

* lowest unoccupied orbital energy: -14.60 eV
* HOMO: -22.744 eV
* frontier orbital gap: 8.141 eV

The geometry in ORCA input format:
```
! RIJCOSX wB97M-V def2-TZVPD def2/J DEFGRID3
* xyz 3 1
Os -0.3197 0.6712 -0.5156
Cl -1.5258 2.4073 -2.2103
O 1.5525 0.3245 -0.2937
O -2.6048 1.8605 -2.8756
O -0.1975 0.5385 1.5584
O -1.2050 3.7389 -2.3207
O -1.6339 1.9953 -0.6039
O -1.0891 -1.0118 -0.1975
O -0.2436 1.4629 -2.3449
C 1.1740 0.6185 2.0914
C -1.5315 -1.9884 -1.3113
C -1.3292 -1.5348 1.2344
C 2.0965 -0.0154 1.0773
C 2.6179 0.3127 -1.3956
C -1.2277 -0.3335 2.1329
H 2.1160 -1.1050 1.0943
H -2.5845 -2.1749 -1.1127
H -0.9362 -0.6147 3.1450
H 3.1055 0.3920 1.1232
H -0.5421 -2.2785 1.3488
H 1.3661 1.6815 2.2333
H 3.3703 1.0336 -1.0876
H -2.1231 0.2872 2.1442
H -2.3247 -1.9768 1.2104
H 2.9781 -0.7126 -1.4294
H -1.3854 -1.4362 -2.2349
H 1.2025 0.1021 3.0508
H 2.1064 0.6087 -2.3059
H -0.8820 -2.8528 -1.2047
*
```

***

Record 2
Formula: C27H33NiO2
Source: OMol25
Level of theory: the ωB97M-V functional and the def2-TZVPD basis

* lowest unoccupied orbital energy (alpha / beta): 2.60 / 2.60 eV
* HOMO (alpha / beta): -3.141 / -3.501 eV
* ΔE to the lowest compared entry with this formula, charge and spin: 0.0 kJ/mol
* frontier orbital gap (alpha / beta): 5.739 / 6.099 eV

The geometry in ORCA input format:
```
! RIJCOSX wB97M-V def2-TZVPD def2/J DEFGRID3
* xyz -1 3
Ni 0.5711 -0.6638 0.6026
O -1.6766 1.9997 -3.0454
O 0.4035 -1.1670 -1.9190
C 1.3991 -2.1423 -2.3821
C 2.0226 0.5260 1.1587
C -0.3285 2.4541 -2.6753
C 1.5005 1.6194 0.3138
C 1.7765 -2.9598 4.2436
C -1.2615 -1.3692 0.5956
C 1.0308 -4.2208 6.1722
C 0.7447 -3.6056 4.9549
C 1.2539 -2.3107 -3.8910
C 1.1823 -1.8501 1.8969
C -0.6033 -1.0347 -2.9965
C -2.1292 0.3328 1.9213
C -1.5598 -0.9531 1.9596
C -2.0989 3.3969 -3.1560
C -2.6500 3.6967 -4.5403
C 0.0337 -1.4756 -4.3082
C 1.5052 -2.3796 2.9793
C 2.3349 -4.1944 6.6940
C -3.1317 3.6948 -2.0911
C 1.0586 2.1596 2.5216
C 3.0660 -2.8612 4.8024
C -1.6742 -0.2495 -0.2578
C 1.7265 0.9336 2.5398
C 0.9053 2.5744 1.1494
C 3.3408 -3.4862 6.0174
C -2.1433 0.7856 0.5623
C -0.6748 3.9373 -2.8541
H -1.3478 -1.5716 2.8211
H 0.4237 3.4972 0.8269
H 0.3313 -0.5717 -4.8600
H 3.8190 -2.2879 4.2666
H 1.2313 -3.1067 -1.8784
H -1.8426 -0.3113 -1.3141
H -3.5677 3.1177 -4.6974
H 1.0667 -3.3603 -4.1400
H 0.7385 2.7442 3.3848
H -0.2624 -3.6067 4.5404
H -1.4529 -1.6876 -2.7798
H 0.4231 2.0753 -3.3788
H 2.3814 -1.7775 -2.0804
H -2.7438 3.4755 -1.0904
H -4.0034 3.0541 -2.2717
H 4.3473 -3.4388 6.4347
H -0.5763 4.5354 -1.9474
H -2.5370 0.8845 2.7636
H -0.9695 -0.0058 -3.0987
H -2.5166 1.7375 0.1985
H -0.1001 2.1657 -1.6428
H -1.9412 3.4391 -5.3415
H 2.1718 -1.9555 -4.3709
H 2.5751 -4.7457 7.6069
H -3.4428 4.7420 -2.1530
H -2.8964 4.7610 -4.6162
H 0.2423 -4.7417 6.7150
H 1.9414 0.3029 3.3968
H -0.6827 -2.0649 -4.8963
H 1.6344 1.6551 -0.7628
H 2.8392 -0.1250 0.8357
H -1.0661 -2.3961 0.2605
H -0.1417 4.3808 -3.6993
*
```

***

Record 3
Formula: C22H24CdN4O3S
Source: OMol25
Level of theory: the ωB97M-V functional and the def2-TZVPD basis

* lowest unoccupied orbital energy (alpha / beta): -7.44 / -7.44 eV
* HOMO (alpha / beta): -12.761 / -11.900 eV
* ΔE to the lowest compared entry with this formula, charge and spin: 625.5 kJ/mol
* frontier orbital gap (alpha / beta): 5.325 / 4.459 eV

The geometry in ORCA input format:
```
! RIJCOSX wB97M-V def2-TZVPD def2/J DEFGRID3
* xyz 2 1
Cd -1.9898 0.3709 0.2339
S -1.6843 1.7483 -4.5409
O -1.9412 -1.8418 0.9181
O -0.9770 -3.8187 1.5408
O 0.1288 0.0008 0.4188
N -3.9232 1.3055 -0.1390
N 0.3258 -2.2684 0.5797
N -5.4610 2.1155 -1.5209
N -1.9454 1.1133 -2.0867
C 0.7645 -1.1824 -1.5933
C 1.2721 -3.4025 0.8166
C 6.3462 0.0631 2.5901
C 5.5359 0.2252 -1.1074
C 3.9189 0.2230 2.0337
C -1.0967 1.1448 -3.0597
C -4.1675 1.7134 -1.4095
C 0.4509 -1.1049 -0.1818
C 5.1934 0.2611 1.5386
C -7.4190 2.0171 0.0728
C -0.9405 -2.5977 1.0136
C 0.7939 0.1185 -2.2868
C 5.7696 0.3292 0.2374
C 7.2444 0.5638 -0.0892
C -5.1048 1.4491 0.5767
C -6.7674 1.1304 2.2608
C 0.3349 -4.4681 1.3408
C -7.7569 1.6091 1.3767
C -3.1850 1.6546 -2.4542
C -3.2248 2.0363 -3.7746
C -6.0950 1.9501 -0.2841
C -5.4272 1.0432 1.8629
H -7.0589 0.8191 3.2692
H 1.1599 0.6595 -1.3759
H -4.6309 0.6625 2.5046
H 3.9089 -0.4692 2.9372
H 7.4796 1.5310 0.3731
H -0.0364 0.7546 -2.7980
H -8.1696 2.3700 -0.6377
H 7.4471 0.6872 -1.1993
H 6.9987 -0.7666 2.2795
H 5.3534 1.1497 -1.7088
H 1.7887 -3.6364 -0.1135
H -8.7940 1.6530 1.7252
H 3.1634 1.0411 2.0829
H 5.9103 -0.1522 3.5425
H 1.7346 0.3409 -2.9192
H -4.0838 2.4625 -4.2658
H 1.7525 -1.7342 -1.8923
H 0.1911 -5.2662 0.6065
H 5.4794 -0.7175 -1.7201
H 0.6033 -4.8798 2.3170
H -5.8876 2.4626 -2.3782
H 6.8985 0.9978 2.6474
H 2.0121 -3.1567 1.5957
H 7.8071 -0.3144 0.2443
*
```

***

Record 4
Formula: C18H23Cl3N3O3S5W
Source: OMol25
Level of theory: the ωB97M-V functional and the def2-TZVPD basis

* lowest unoccupied orbital energy: -11.25 eV
* HOMO: -17.213 eV
* ΔE to the lowest compared entry with this formula, charge and spin: 0.0 kJ/mol
* frontier orbital gap: 5.965 eV

The geometry in ORCA input format:
```
! RIJCOSX wB97M-V def2-TZVPD def2/J DEFGRID3
* xyz 3 1
W 0.0482 -0.1317 0.6828
Cl -1.6314 0.5159 5.1671
Cl -2.7970 2.5967 3.4922
Cl -3.9929 -0.0451 3.5494
S -0.0013 -0.4544 -2.3112
S 1.9419 1.0919 2.1384
S 2.4698 -0.7484 -0.4319
S 0.2480 2.2679 -0.3531
S 1.1714 -1.5802 2.2133
O -1.5469 -0.7246 2.0767
O -0.6161 1.1760 2.1314
O -1.5597 0.3008 -0.1645
N 1.9246 -4.0741 1.6948
N 0.3620 -3.2014 0.2559
N -0.4938 -2.1011 0.1079
C -5.0473 -0.0806 -1.0674
C -2.5064 0.8730 3.6742
C -1.6763 -2.4632 -0.3157
C 1.1095 -3.1002 1.2974
C 3.6084 0.5538 1.7018
C -0.3198 1.2390 -2.8539
C 3.7981 0.3098 0.2247
C 1.5897 -0.9044 -3.0177
C 0.5043 2.3052 -2.1543
C -2.7597 -0.2557 -0.4815
C 2.7462 -0.3771 -2.1888
C -5.1315 -1.4643 -1.2015
C 1.7121 3.1480 0.2412
C -4.0217 -2.2539 -0.9677
C 1.8650 2.8554 1.7232
C -1.5521 0.4125 2.5892
C -2.8115 -1.6534 -0.5906
C -3.8554 0.5471 -0.7108
H -3.7912 1.6216 -0.6037
H 1.5885 -1.9956 -3.0342
H 2.7636 3.3147 2.1382
H -5.9274 0.5244 -1.2430
H 2.4568 -4.0125 2.5464
H 4.7437 -0.2032 0.0415
H 2.5854 2.8624 -0.3414
H 0.1919 3.2997 -2.4793
H 2.8926 0.6941 -2.3129
H -6.0693 -1.9203 -1.4865
H -4.0805 -3.3306 -1.0660
H -0.1660 1.2966 -3.9329
H 3.8087 1.2369 -0.3450
H 3.6766 -0.8768 -2.4655
H -1.7756 -3.5352 -0.4620
H 3.7557 -0.3583 2.2773
H 1.5682 2.2067 -2.3580
H 1.5384 4.2150 0.0899
H 1.6552 -0.5684 -4.0530
H 1.0176 3.2354 2.2947
H 4.3084 1.2939 2.0932
H 1.8671 -4.9732 1.2376
H -1.3867 1.3935 -2.6868
*
```

***

Record 5
Formula: C5H15NO
Source: OMol25
Level of theory: the ωB97M-V functional and the def2-TZVPD basis

* lowest unoccupied orbital energy: -3.76 eV
* HOMO: -7.667 eV
* ΔE to the lowest compared entry with this formula, charge and spin: 869.6 kJ/mol
* frontier orbital gap: 3.909 eV

The geometry in ORCA input format:
```
! RIJCOSX wB97M-V def2-TZVPD def2/J DEFGRID3
* xyz 0 1
O -2.1898 2.0820 -0.1014
N 0.1657 -1.9742 1.6328
C 0.9455 0.2748 0.6209
C -0.6120 0.0867 -1.2302
C 0.8173 -0.3267 -0.8181
C 1.1032 -1.7376 -1.3141
C 0.3012 1.6042 1.0002
H 0.2414 -2.4390 2.5221
H -0.8792 -0.3920 -2.1289
H 2.1483 -1.9630 -1.5244
H 0.6869 2.0407 1.8950
H -0.7749 1.5995 1.2090
H -1.3141 -0.2713 -0.4835
H -3.1008 2.3893 -0.1493
H 1.9230 0.1816 1.0179
H 0.4645 -0.6706 1.2020
H 0.4961 -1.9905 -2.1905
H 0.3606 2.3308 0.1520
H 0.7873 -2.4011 -0.4994
H 1.4445 0.3622 -1.3397
H -0.7816 -2.1672 1.3457
H -0.6753 1.1460 -1.1982
*
```

***

Record 6
Formula: C4H7NO
Source: OMol25
Level of theory: the ωB97M-V functional and the def2-TZVPD basis

* structure (SMILES): O[C@H]1C[C@H]2N[C@@H]12
* lowest unoccupied orbital energy: 1.04 eV
* HOMO: -9.417 eV
* ΔE to the lowest compared entry with this formula, charge and spin: 251.9 kJ/mol
* frontier orbital gap: 10.459 eV

The geometry in ORCA input format:
```
! RIJCOSX wB97M-V def2-TZVPD def2/J DEFGRID3
* xyz 0 1
O 0.1641 0.4245 2.0435
N 1.3017 0.1692 -0.5939
C -0.0467 -0.0346 -1.1501
C 0.4393 -0.8974 -0.0515
C -0.9872 0.7205 -0.2212
C -0.4646 -0.1813 0.9552
H -0.1858 -0.2833 -2.1971
H 0.9894 0.7945 1.6968
H 1.9769 -0.2634 -1.2221
H 0.7698 -1.9312 -0.0566
H -0.7775 1.7889 -0.1204
H -2.0475 0.5617 -0.4377
H -1.2519 -0.8211 1.3601
*
```

***

Record 7
Formula: C20H26B2F9N8O7Ti
Source: OMol25
Level of theory: the ωB97M-V functional and the def2-TZVPD basis

* lowest unoccupied orbital energy (alpha / beta): -7.42 / -7.44 eV
* HOMO (alpha / beta): -13.801 / -14.623 eV
* ΔE to the lowest compared entry with this formula, charge and spin: 232.2 kJ/mol
* frontier orbital gap (alpha / beta): 6.381 / 7.185 eV

The geometry in ORCA input format:
```
! RIJCOSX wB97M-V def2-TZVPD def2/J DEFGRID3
* xyz 2 2
Ti -0.2192 0.3521 -0.1337
F 0.0816 2.4319 -4.1735
F -1.6849 2.1205 -2.6596
F 4.6085 3.3212 0.7244
F 5.5666 0.5964 -2.9904
F 6.2736 2.6171 -1.3048
F 3.2077 -0.6848 -2.6616
F 2.2488 2.0172 1.0655
F -3.4450 -0.5228 3.0879
F -3.6533 0.5712 1.0312
O -2.2693 -1.3074 1.2546
O 1.4952 0.0473 -0.6930
O 0.4208 -0.6634 1.5361
O -1.7567 0.8889 2.3842
O 0.4924 2.5890 -1.9068
O -0.1108 0.4234 -3.0496
O 1.4882 -1.9562 3.0948
N 5.3695 -5.2327 -2.4332
N -1.1670 1.4975 1.3509
N 5.1082 -3.2325 -3.5419
N 0.0162 2.3187 -0.6731
N -0.7488 -0.2464 -2.0636
N 1.2410 -2.8609 -0.4602
N -1.8289 -0.9894 0.0271
N 4.8481 -3.3099 -1.2549
C 4.2721 2.3524 -0.1079
C 2.6451 -3.8289 1.3011
C 3.6580 -4.6754 0.5068
C -2.5177 -1.3052 -1.0076
C 5.1140 -3.9270 -2.4045
C 4.7559 0.9726 -2.0097
C -3.8099 -2.0221 -0.9838
C -0.1734 4.7018 -0.1532
C 2.1146 -2.6461 0.5503
C 3.0687 1.6870 0.0569
C -0.8878 2.7486 1.4180
C 2.6722 0.6812 -0.8141
C -1.9100 -0.7598 -2.2671
C 5.1209 1.9979 -1.1466
C 3.5461 0.3306 -1.8372
C -2.6614 -0.7067 -3.5356
C -0.2783 3.2590 0.1478
C 1.1071 -1.5063 2.0873
C 4.9291 -3.9388 0.0685
C -1.1976 3.6292 2.5651
B -0.3499 1.9375 -3.0032
B -2.8630 -0.0764 1.9669
H -0.2667 3.9370 3.0496
H 5.3731 -5.7879 -1.5959
H 5.3326 -3.6699 -4.4196
H 4.6550 -2.3235 -1.3170
H 0.3062 5.2306 0.6716
H 1.8166 -4.4719 1.6073
H 1.0338 -2.1170 -1.1087
H 3.1100 -3.4788 2.2216
H 0.5737 -3.6160 -0.3972
H -2.0019 -0.4701 -4.3658
H 5.6553 -5.6844 -3.2859
H 3.1785 -5.1301 -0.3640
H -1.6992 4.5342 2.2207
H -1.8202 3.1082 3.2856
H -3.3972 0.0998 -3.4459
H 5.7880 -4.6116 0.0653
H 5.0113 -2.2301 -3.5353
H -4.0148 -2.4025 0.0119
H -3.2024 -1.6344 -3.7144
H -3.8180 -2.8314 -1.7149
H 2.7811 -1.8080 0.3727
H 5.1881 -3.1536 0.7792
H 3.9549 -5.4973 1.1604
H 0.3693 4.8642 -1.0790
H -4.6037 -1.3215 -1.2589
H -1.1841 5.1081 -0.2566
*
```

***

Record 8
Formula: C6H10N3O
Source: OMol25
Level of theory: the ωB97M-V functional and the def2-TZVPD basis

* structure (SMILES): CNC/C=C1\N=COC1=[NH2+]
* lowest unoccupied orbital energy (alpha / beta): -5.24 / -5.24 eV
* HOMO (alpha / beta): -11.748 / -11.747 eV
* ΔE to the lowest compared entry with this formula, charge and spin: 407.0 kJ/mol
* frontier orbital gap (alpha / beta): 6.507 / 6.506 eV

The geometry in ORCA input format:
```
! RIJCOSX wB97M-V def2-TZVPD def2/J DEFGRID3
* xyz 1 1
O 3.4645 -0.0913 -0.1316
N 1.7430 -1.4491 0.0235
N -2.5296 -0.7638 -0.0976
N 2.4301 2.0218 0.1933
C -1.1909 -1.0889 0.1182
C 1.2321 -0.1318 -0.0514
C -0.1533 -0.0119 0.0278
C 2.4553 0.7109 -0.0177
C -3.1854 0.5047 -0.3138
C 2.9715 -1.4253 -0.0789
H 3.5539 -2.2818 -0.2277
H 3.2665 2.7048 0.3528
H -0.9269 -1.8368 0.9315
H -4.2673 0.4924 -0.5619
H 1.7020 2.5014 0.6323
H -0.4897 0.9819 -0.0293
H -0.8583 -1.8015 -0.6962
H -3.2137 -1.3125 0.3525
H -2.7944 1.1576 -1.1080
H -3.2092 1.1193 0.6823
*
```

***

| no. | electronic energy (eV) |
| --- | --- |
| 1 | -35726.45762 |
| 2 | -73666.95770 |
| 3 | -50682.23231 |
| 4 | -123195.75506 |
| 5 | -8957.34617 |
| 6 | -7797.03412 |
| 7 | -96333.05230 |
| 8 | -12892.42314 |